ORCA calculation (ωB97M-V with the def2-TZVPD basis set) on a structure of composition C44H52BiBr2IN5OS3.

Cartesian coordinates (Å):
Bi1 1.50434 1.68434 -0.97299
Br1 3.73904 -2.72436 0.25171
C1 3.72284 -2.10716 -1.53449
C2 4.66094 -2.56506 -2.43099
C3 4.63314 -2.05466 -3.71049
Br2 5.97294 -2.67446 -4.92529
C4 3.66984 -1.13136 -4.11539
C5 3.66484 -0.58836 -5.45829
C6 2.87544 0.42354 -5.79859
C7 1.90014 0.99384 -4.82719
N1 1.75774 0.26694 -3.56149
C8 2.71734 -0.69356 -3.18699
C9 2.74574 -1.13986 -1.83549
O1 1.96104 -0.70576 -0.91539
H1 5.41164 -3.28206 -2.13419
H2 4.34814 -1.01986 -6.17409
H3 2.86784 0.85084 -6.79099
H4 2.09884 2.06474 -4.65519
C10 -2.00516 5.03084 -1.21269
C11 -2.14636 4.29914 0.08921
C12 -2.37136 5.00914 1.25891
C13 -2.56716 4.36574 2.46611
C14 -2.58246 2.98324 2.50201
C15 -2.35156 2.23394 1.35961
C16 -2.38606 0.73714 1.41041
C17 -2.08656 2.89974 0.15001
N2 -1.65476 2.15454 -0.93739
C18 -2.37956 1.56724 -1.79039
C19 -3.88416 1.67854 -1.81389
C20 -1.74346 0.70174 -2.81319
C21 -2.68136 -0.10436 -3.68059
N3 -0.47906 0.69814 -2.87779
C22 0.31814 -0.03006 -3.80539
C23 0.05404 -1.51866 -3.84819
C24 -0.18526 -2.20596 -2.54239
C25 0.08494 -2.17306 -5.01559
C26 0.18884 -1.50646 -6.29409
C27 0.28844 -0.18096 -6.38659
C28 0.42094 0.71324 -5.19369
C29 -0.40556 1.97854 -5.37809
H5 -2.17336 6.09434 -1.05459
H6 -2.72426 4.66924 -1.94919
H7 -1.00636 4.89744 -1.62569
H8 -2.39086 6.08944 1.22091
H9 -2.70286 4.93994 3.37191
H10 -2.78686 2.46664 3.43101
H11 -2.87566 0.39024 2.31831
H12 -1.37806 0.32554 1.38471
H13 -2.91766 0.31634 0.55801
H14 -4.21886 2.24624 -0.94779
H15 -4.35866 0.69964 -1.79869
H16 -4.20446 2.19864 -2.71629
H17 -3.39006 0.54664 -4.19229
H18 -3.24706 -0.80936 -3.07089
H19 -2.12916 -0.66856 -4.42629
H20 0.24644 -1.64906 -1.71279
H21 0.23494 -3.21136 -2.54469
H22 -1.25606 -2.29226 -2.35199
H23 -0.02016 -3.24976 -5.02789
H24 0.14204 -2.12546 -7.18119
H25 0.32214 0.31394 -7.34869
H26 -0.04346 2.49954 -6.26209
H27 -0.29926 2.63644 -4.51969
H28 -1.45646 1.74904 -5.53249
S1 1.43934 1.84664 1.54571
C30 1.05654 3.55384 1.79131
C31 0.74274 3.90194 3.10091
C32 0.47404 5.20634 3.45731
C33 0.52984 6.20124 2.49571
C34 0.82134 5.86804 1.19181
C35 1.07454 4.55074 0.81311
S2 1.39504 4.29994 -0.89099
H29 0.70414 3.11284 3.83761
H30 0.22234 5.44084 4.48181
H31 0.33754 7.23284 2.75371
H32 0.85814 6.62754 0.42611
C36 3.38434 -2.48136 4.24651
C37 3.14844 -0.99276 4.48931
C38 1.69784 -0.61436 4.80171
C39 0.71924 -0.90776 3.67041
N4 0.35094 -2.30816 3.65091
C40 -0.03216 -2.95376 2.53921
S3 -0.47836 -2.18396 1.14731
N5 -0.07216 -4.32536 2.56671
C41 -0.44026 -5.08516 3.74071
C42 -1.85506 -4.72866 4.21291
C43 -2.38766 -5.67136 5.28531
C44 -3.79916 -5.27766 5.70621
H33 4.45314 -2.67306 4.17241
H34 2.93464 -2.79986 3.30921
H35 2.98834 -3.08236 5.06811
H36 3.46864 -0.43916 3.60571
H37 3.77004 -0.66786 5.33001
H38 1.67194 0.45904 4.99601
H39 1.36604 -1.12336 5.71491
H40 1.15784 -0.63456 2.70691
H41 -0.18706 -0.30416 3.80081
H42 0.69544 -2.85576 4.42301
H43 -0.45526 -4.68346 1.70181
H44 0.28964 -4.91096 4.53711
H45 -0.38796 -6.14296 3.47251
H46 -2.51916 -4.75856 3.34511
H47 -1.85626 -3.70336 4.58911
H48 -1.72526 -5.65036 6.15421
H49 -2.39776 -6.69246 4.89581
H50 -3.80676 -4.26506 6.10441
H51 -4.18136 -5.95156 6.47011
H52 -4.47146 -5.31336 4.85091
I1 4.23824 1.87814 -1.20209

* spin multiplicity: 1
* HOMO-LUMO gap: 0.2306 hartree
* energy above the lowest of the compared OMol25 structures with the same formula, charge and spin: 78.5 kcal per mole
* total charge: -1


ORCA calculation (ωB97M-V with the def2-TZVPD basis set) on a structure of composition C44H52CsN10O5S6.

Cartesian coordinates (Å):
Cs1 0.57988 0.12886 0.31196
C1 4.69326 -2.24009 1.24155
C2 3.20414 -2.30452 1.05971
N1 2.58185 -1.86915 0.03419
N2 3.35205 -1.45973 -1.05909
C3 3.26864 -0.20456 -1.40630
O1 2.73545 0.78680 -0.81781
C4 3.93709 0.09016 -2.73683
C5 4.86170 -0.77506 -3.31755
C6 5.45175 -0.46282 -4.53383
C7 5.12008 0.71513 -5.19280
C8 4.19093 1.57662 -4.62623
C9 3.60721 1.26723 -3.40444
C10 2.38232 -2.89236 2.16850
C11 2.98280 -3.28391 3.36278
C12 2.19147 -3.80002 4.38046
C13 0.83031 -3.89863 4.18314
C14 0.31847 -3.47404 2.96249
N3 1.06564 -3.00527 1.97715
H1 5.15257 -1.84216 0.34116
H2 5.11083 -3.22682 1.45618
H3 4.94033 -1.59160 2.08609
H4 5.09907 -1.69589 -2.80147
H5 6.17520 -1.14171 -4.97140
H6 5.58208 0.95674 -6.14334
H7 3.91148 2.49173 -5.13778
H8 2.87957 1.92964 -2.95104
H9 4.04867 -3.17637 3.50394
H10 2.63953 -4.09652 5.32047
H11 0.16176 -4.25199 4.95648
H12 -0.75282 -3.49050 2.78364
O2 -4.83668 1.11737 6.63078
C15 -4.09890 0.64571 5.79570
S1 -4.65229 -0.23501 4.36964
C16 -3.06222 -0.58644 3.69796
C17 -1.96679 -0.13351 4.36318
S2 -0.29328 -0.28588 3.99086
S3 -2.33278 0.73780 5.84791
S4 -3.00728 -1.48822 2.19964
O3 -4.24934 0.48407 -1.56569
S5 -5.22093 -0.38200 -2.29552
C18 -4.73532 -2.09454 -1.93459
C19 -3.44945 -2.60260 -2.57584
C20 -2.97942 -3.87473 -1.86461
C21 -2.21611 -3.57148 -0.58550
S6 -0.66964 -2.63497 -0.73713
O4 -1.05197 -1.25614 -1.20325
C22 0.05626 -3.48027 -2.12364
C23 0.63362 -4.72304 -1.89525
C24 1.22378 -5.39588 -2.95360
C25 1.25129 -4.81465 -4.21591
C26 0.69909 -3.55793 -4.41676
C27 0.09515 -2.87708 -3.36672
C28 -4.72886 -0.33810 -4.01840
C29 -3.52702 0.26932 -4.33611
C30 -3.10473 0.28959 -5.65762
C31 -3.89049 -0.29062 -6.64444
C32 -5.10400 -0.88522 -6.31557
C33 -5.53230 -0.90636 -4.99611
H13 -5.59006 -2.72915 -2.19082
H14 -4.66826 -2.06182 -0.84166
H15 -2.67611 -1.83652 -2.52281
H16 -3.62869 -2.80304 -3.63425
H17 -2.35487 -4.47927 -2.52609
H18 -3.84239 -4.50567 -1.62137
H19 -1.93211 -4.48419 -0.05188
H20 -2.79914 -2.97746 0.11617
H21 0.64279 -5.14624 -0.89585
H22 1.68068 -6.36400 -2.78889
H23 1.72414 -5.33597 -5.03948
H24 0.74570 -3.09367 -5.39490
H25 -0.29322 -1.87552 -3.49892
H26 -2.93943 0.70831 -3.53996
H27 -2.15833 0.75379 -5.90889
H28 -3.56153 -0.27604 -7.67612
H29 -5.71998 -1.32777 -7.08836
H30 -6.48216 -1.36018 -4.73263
N4 -0.93732 3.68751 -3.42955
C34 -0.34559 2.63518 -4.04212
C35 -0.39080 1.30849 -3.53671
N5 0.14835 0.30707 -4.19776
C36 0.76789 0.57059 -5.35328
C37 0.82770 1.85903 -5.83518
N6 0.27757 2.89024 -5.19835
H31 -1.27055 3.71394 -2.46876
H32 -0.73726 4.58328 -3.84082
H33 -0.89044 1.04838 -2.60340
H34 1.23673 -0.25359 -5.87796
H35 1.34379 2.07465 -6.76555
N7 1.03073 3.70046 0.15207
C38 2.00272 3.86204 -0.45938
N8 3.09564 4.07794 -1.20112
C39 3.27520 5.46122 -1.66856
C40 3.98098 6.28861 -0.60789
O5 5.21144 5.69502 -0.23882
C41 5.01004 4.38886 0.29613
C42 4.35858 3.47531 -0.71929
H36 2.30172 5.88186 -1.91808
H37 3.88177 5.41896 -2.57505
H38 3.33419 6.38838 0.27522
H39 4.20688 7.28661 -0.98432
H40 4.39042 4.45478 1.20102
H41 5.99151 4.01089 0.57900
H42 4.12752 2.48415 -0.33425
H43 5.00206 3.35212 -1.59207
N9 -3.96613 1.58219 1.02951
C43 -3.02761 2.71756 0.95334
C44 -2.79364 3.16714 -0.47777
N10 -1.82487 4.25552 -0.62670
H44 -4.84883 1.83263 1.44537
H45 -3.16348 -0.43618 1.37322
H46 -4.14370 1.20911 0.10340
H47 -2.07436 2.44529 1.37794
H48 -3.39534 3.55529 1.55420
H49 -3.73898 3.45593 -0.94385
H50 -2.45138 2.30134 -1.05389
H51 -0.97948 4.04992 -0.09507
H52 -2.19808 5.11863 -0.25554

* spin multiplicity: 1
* HOMO-LUMO gap: 0.2077 hartree
* energy above the lowest of the compared OMol25 structures with the same formula, charge and spin: 0.0 kcal per mole
* total charge: -1


ORCA calculation (ωB97M-V with the def2-TZVPD basis set) on a structure of composition C44H52N7O2P2S3Si2V.

Cartesian coordinates (Å):
V1 -0.41730 0.65552 -0.18322
C1 -2.60605 1.37210 3.36929
Si1 -0.88076 2.02185 3.19421
C2 -0.10496 1.81114 4.91738
C3 -0.82088 3.88761 2.99518
N1 -0.09531 1.20048 1.83723
P1 1.48769 0.85499 1.73317
C4 1.71621 0.48450 0.07697
P2 1.53117 -1.16030 -0.39434
N2 0.05388 -1.18366 -1.06418
Si2 -0.42171 -2.29573 -2.33435
C5 -2.25397 -2.61674 -2.34745
C6 0.02828 -1.62558 -4.02404
C7 0.41390 -3.98713 -2.21579
C8 2.85317 -1.54605 -1.61046
C9 3.23738 -0.48094 -2.43532
C10 4.17853 -0.66091 -3.43665
C11 4.75916 -1.91080 -3.62702
C12 4.38755 -2.97301 -2.81886
C13 3.43542 -2.79397 -1.81914
C14 1.57752 -2.55477 0.78965
C15 0.36190 -3.12910 1.17198
C16 0.33760 -4.27280 1.95633
C17 1.52843 -4.84841 2.37847
C18 2.73910 -4.25639 2.04699
C19 2.76381 -3.11023 1.26196
C20 2.57265 2.29849 2.10210
C21 2.74087 2.79352 3.39680
C22 3.51756 3.92016 3.63182
C23 4.14864 4.56579 2.57665
C24 4.01639 4.06754 1.28795
C25 3.23950 2.93697 1.05474
C26 2.03898 -0.29828 3.03210
C27 1.14534 -1.14502 3.67901
C28 1.58945 -1.98958 4.68759
C29 2.92922 -1.99381 5.05399
C30 3.83291 -1.17319 4.39400
C31 3.38971 -0.33734 3.37904
H1 -3.20296 2.06493 3.97884
H2 -2.59341 0.40553 3.88609
H3 -3.11456 1.24019 2.41758
H4 -0.92505 1.63205 5.62447
H5 0.39207 2.73735 5.22576
H6 0.60098 0.99460 5.03475
H7 -0.97685 4.36349 3.97277
H8 -1.57982 4.25575 2.30656
H9 0.16074 4.19887 2.61982
H10 -2.83397 -1.70463 -2.22054
H11 -2.55340 -3.31334 -1.55748
H12 -2.52977 -3.06073 -3.31501
H13 -0.57111 -0.74225 -4.27054
H14 -0.16582 -2.39245 -4.78628
H15 1.08580 -1.35371 -4.08085
H16 0.88462 -4.17770 -1.25215
H17 1.18230 -4.08562 -2.99178
H18 -0.32958 -4.77688 -2.37968
H19 2.78855 0.48883 -2.26226
H20 4.46540 0.17103 -4.06985
H21 5.49959 -2.05530 -4.40629
H22 4.83475 -3.95002 -2.96706
H23 3.13831 -3.63995 -1.21189
H24 -0.55754 -2.68817 0.81627
H25 -0.61056 -4.71937 2.23369
H26 1.51567 -5.75303 2.97728
H27 3.66836 -4.68984 2.39992
H28 3.71191 -2.65044 1.00706
H29 2.26748 2.28635 4.22866
H30 3.63249 4.29415 4.64321
H31 4.76094 5.44107 2.76253
H32 4.53563 4.54958 0.46660
H33 3.18468 2.49047 0.06736
H34 0.10000 -1.12351 3.39759
H35 0.88823 -2.64235 5.19445
H36 3.27219 -2.64631 5.84986
H37 4.88069 -1.18330 4.67257
H38 4.08971 0.31261 2.86519
C32 -2.16203 5.37178 -2.34265
N3 -0.82109 4.95701 -1.95987
C33 0.35943 5.41601 -2.53569
C34 1.36989 4.73290 -1.97241
N4 0.79184 3.87006 -1.05900
C35 -0.55162 3.99937 -1.04045
S1 -1.64368 3.14103 -0.08608
H39 -2.40039 4.99518 -3.33624
H40 -2.23039 6.45873 -2.33306
H41 -2.86684 4.95202 -1.63092
H42 0.36690 6.17804 -3.29809
H43 2.43492 4.78744 -2.13057
H44 1.26920 3.22277 -0.45577
N5 -6.71972 -4.41292 -2.74606
C36 -6.15709 -3.25913 -2.22211
C37 -6.23755 -2.05075 -2.91939
C38 -5.70345 -0.89472 -2.38022
C39 -5.07284 -0.93830 -1.14165
C40 -5.01015 -2.12993 -0.42630
C41 -5.55319 -3.27841 -0.95988
S2 -4.31333 0.49833 -0.47367
O1 -4.43859 0.39181 0.94997
O2 -4.88719 1.63123 -1.15175
N6 -2.71874 0.33004 -0.82208
C42 -2.22788 0.88210 -1.95971
S3 -3.05093 1.42818 -3.41327
C43 -1.52480 1.85504 -4.12287
C44 -0.52603 1.62708 -3.25540
N7 -0.91562 1.08140 -2.05410
H45 -6.88404 -4.42937 -3.73594
H46 -6.40485 -5.28609 -2.36467
H47 -6.73088 -2.02293 -3.88607
H48 -5.78563 0.05227 -2.89999
H49 -4.53883 -2.13432 0.55063
H50 -5.51765 -4.20910 -0.40209
H51 -1.46787 2.26269 -5.12163
H52 0.52303 1.81858 -3.43195

* spin multiplicity: 3
* HOMO-LUMO gap (spin up / spin down): 0.2893 / 0.3007 hartree
* energy above the lowest of the compared OMol25 structures with the same formula, charge and spin: 14.9 kcal per mole
* ⟨S²⟩: 2.0205